(1)
19
Properties=species:S:1:pos:R:3:forces:R:3 method="wB97M-V/def2-TZVPD" de_lowest_kcal_mol=119.4 lumo_energy_ev=0.415 largest_force_ev_per_a=4.78 multiplicity=1 orbital_gap_ha=0.34333
C 2.892574 0.674576 0.029465 -3.4 3.3 0.8
C 1.444014 0.044802 -0.204704 0.4 1.9 1.0
C 0.241568 0.744627 0.526711 1.1 0.5 -1.9
C -1.045365 0.157535 0.059523 -0.5 -1.7 1.5
C -1.700216 -1.086391 0.005117 -0.3 2.2 -1.2
N -1.460237 -2.308804 -0.503564 0.7 0.2 0.7
O -3.057030 -0.819904 0.038103 1.9 -1.9 -0.3
N -3.241742 0.485632 0.038011 -1.9 2.3 0.4
N -2.104929 1.053232 0.093277 0.0 0.7 -0.9
O -1.951851 2.303488 0.006441 -0.4 -0.4 0.5
H 3.125366 1.536346 -0.649353 -0.2 -1.1 0.1
H 2.986473 1.173503 1.020096 -0.2 -0.7 -0.3
H 3.553419 -0.085133 -0.015589 2.6 -2.2 -0.4
H 1.426077 -0.946107 0.300365 0.3 0.1 -1.4
H 1.252904 0.192958 -1.290304 0.0 -1.2 0.6
H 0.116262 1.834924 0.293292 0.5 -0.9 0.1
H 0.351102 0.672798 1.594516 0.0 -0.2 0.6
H -0.595852 -2.762730 -0.637033 1.1 0.2 0.2
H -2.232542 -2.865346 -0.704376 -1.5 -0.8 -0.2

---

(2)
20
Properties=species:S:1:pos:R:3:forces:R:3 method="wB97M-V/def2-TZVPD" de_lowest_kcal_mol=145.7 lumo_energy_ev=0.337 largest_force_ev_per_a=3.84 multiplicity=1 orbital_gap_ha=0.29808
C -0.317683 -2.230872 -0.547913 -0.6 0.2 0.5
C -1.448277 -1.453625 -0.747046 -0.8 2.3 -0.7
C 0.412129 0.396060 0.281385 -1.6 -1.0 1.3
C 0.826146 1.781558 0.196409 -0.4 2.7 2.2
C 2.555185 -0.412120 -0.311918 1.5 2.7 2.2
N 0.900355 -1.927019 -0.047881 -0.9 -1.3 -0.5
N 1.200661 -0.636414 0.064519 -1.3 0.2 -0.7
N -3.138402 0.015416 0.661004 -2.1 3.0 1.3
O -0.761448 0.288302 1.121877 1.8 -0.1 -2.6
O -1.883335 1.371986 -0.937686 0.1 -1.2 0.1
S -1.819824 0.085558 -0.252797 1.2 -2.9 0.4
H -0.399600 -3.309010 -0.871256 0.2 1.2 0.7
H 1.176890 1.844106 1.283365 0.2 0.8 -1.2
H 1.611518 2.111197 -0.491265 -0.5 -0.2 0.2
H -0.059906 2.523670 0.197356 1.4 -1.6 -0.4
H 2.613532 0.696964 -0.334804 0.8 -1.1 -0.4
H 3.159544 -0.692402 0.585069 -0.1 -0.2 -0.9
H 2.919453 -0.841342 -1.216838 -0.3 -0.6 -0.5
H -3.934098 -0.562534 0.591360 0.0 -1.9 -0.8
H -3.612840 0.950526 0.777058 1.4 -0.9 -0.2

---

(3)
21
Properties=species:S:1:pos:R:3:forces:R:3 method="wB97M-V/def2-TZVPD" de_lowest_kcal_mol=136.3 lumo_energy_ev="-0.122 / -0.123" largest_force_ev_per_a=6.59 multiplicity=1 orbital_gap_ha="0.26743 / 0.26736"
C -0.636970 -1.820791 -0.128417 -1.1 2.5 0.2
C -1.606551 0.998090 0.082615 0.7 -3.6 0.0
C 1.384079 -2.890227 0.056192 0.0 2.1 -6.3
C 1.303940 -0.305695 0.022351 1.9 -1.7 -1.4
C -2.352560 3.347005 -0.249579 -3.0 -4.6 2.9
N -1.791250 -1.978991 -0.169871 -0.2 -0.9 -0.4
N -2.778461 0.465616 -0.051858 -1.3 0.6 0.1
N 0.623949 -1.621078 -0.076511 1.0 -0.8 0.2
O -4.140586 -1.285847 -1.054483 -0.3 -0.8 -0.7
O -3.749752 -1.434611 1.409293 1.0 0.9 -2.9
O -1.353391 2.241193 -0.039081 -0.3 2.7 -0.2
S -3.317943 -1.019838 0.057574 -0.2 1.2 3.6
H 1.829190 -3.127123 -1.017513 -0.5 0.3 2.3
H 2.081469 -2.688041 0.729964 3.2 0.1 2.9
H 0.734989 -3.628553 0.286036 -1.9 -2.5 1.0
H 1.031285 0.198109 0.863225 -1.4 1.3 2.2
H 2.403824 -0.447677 0.154466 -0.7 -0.5 -0.4
H 1.151124 0.302616 -0.841082 -0.3 0.2 -0.6
H -1.886316 4.183628 0.091511 1.3 2.4 0.3
H -3.288877 3.124676 0.460075 2.0 0.5 -1.4
H -2.748651 3.269535 -1.211974 -0.1 0.4 -1.7

---

(4)
19
Properties=species:S:1:pos:R:3:forces:R:3 method="wB97M-V/def2-TZVPD" de_lowest_kcal_mol=128.6 lumo_energy_ev="-0.429 / -1.326" largest_force_ev_per_a=2.77 multiplicity=1 orbital_gap_ha="0.29452 / 0.26233"
C -1.804180 -1.359041 -0.205693 -0.1 1.8 -1.1
C -0.287824 -1.363807 -0.014393 -0.9 1.3 0.0
C -2.302066 1.017653 -0.209350 -1.4 1.3 -0.9
C -1.424826 1.504267 0.895611 0.0 -0.7 1.1
C 3.212471 0.095908 -0.002446 0.6 -0.2 -1.5
N -2.635263 -0.379523 -0.294501 0.6 -1.9 0.9
N 0.308413 -2.393756 0.298195 -0.4 -1.5 0.6
N 1.933139 -0.001776 0.559052 -2.4 0.2 1.3
O 0.713330 0.585691 -1.657567 -0.7 -0.3 1.4
S 0.623514 0.257639 -0.206187 0.8 0.5 0.0
H -2.148889 -2.339870 -0.505994 -0.3 -0.3 0.4
H -3.293184 1.675237 -0.194787 1.7 -1.4 0.0
H -1.915703 1.119111 -1.225361 0.4 1.0 0.0
H -1.119037 2.606663 0.933408 -0.5 -1.9 0.0
H -1.803783 0.959711 1.879016 1.5 1.4 -1.7
H 3.081339 0.303396 -1.042534 0.3 -0.5 -1.3
H 3.722172 -0.849750 0.159942 0.3 0.0 -0.1
H 3.866877 0.905906 0.239155 0.2 0.7 1.3
H 1.273495 -2.343662 0.594428 0.4 0.5 -0.3

---

(5)
18
Properties=species:S:1:pos:R:3:forces:R:3 method="wB97M-V/def2-TZVPD" de_lowest_kcal_mol=0.8 s2=2.03 lumo_energy_ev="0.698 / -1.375" largest_force_ev_per_a=6.16 multiplicity=3 orbital_gap_ha="0.18683 / 0.27597"
C -2.101821 -0.414104 -0.285940 -1.3 -1.6 0.4
C -1.113322 -1.255362 0.241080 1.5 3.9 -0.5
C 0.116135 -0.165141 0.207032 1.1 -4.0 2.0
C 0.160396 2.330177 -0.250169 -0.9 -0.9 1.0
C 1.504123 -0.404896 0.663140 -0.8 0.9 -0.8
N -1.756438 0.822257 -0.457982 -3.4 0.6 -1.1
N -0.493161 0.962793 -0.181588 4.5 4.2 -0.2
N -1.041643 -2.565343 0.544553 -1.0 1.0 0.6
S 2.787476 0.135196 -0.647582 -0.3 0.5 -1.1
H -3.138432 -0.611714 -0.465824 -0.3 -0.5 0.0
H -0.001140 2.822183 0.735171 -0.3 0.1 -0.7
H 1.231724 2.186525 -0.292265 0.1 -0.1 -0.3
H -0.188009 2.975004 -1.092206 0.0 -0.9 0.7
H 1.815278 0.166981 1.579730 -0.2 -0.7 -0.7
H 1.753824 -1.465518 0.646054 -0.5 0.0 0.9
H -1.180287 -3.065716 -0.261131 -0.9 -2.1 -2.2
H -0.225981 -2.895380 0.958446 1.7 -0.2 1.1
H 1.871282 0.442057 -1.640526 0.8 -0.3 0.8

---

(6)
18
Properties=species:S:1:pos:R:3:forces:R:3 method="wB97M-V/def2-TZVPD" de_lowest_kcal_mol=42.7 s2=2.04 lumo_energy_ev="0.845 / -0.044" largest_force_ev_per_a=4.56 multiplicity=3 orbital_gap_ha="0.23755 / 0.32161"
C -0.879931 -1.820843 2.310498 -0.8 1.0 1.0
C -0.364308 -0.935220 0.360767 2.0 0.3 -2.3
C 0.637745 1.676761 -2.688891 -1.1 -0.9 2.4
C 0.427826 0.405445 2.146569 -1.3 1.6 4.1
C 0.222685 0.352732 -2.004643 0.9 -1.3 -2.4
N -1.577023 -2.593894 1.589909 -0.6 -1.8 -0.4
N 0.206798 0.643745 -0.674747 -0.2 0.1 2.5
N -0.260115 -0.723064 1.684917 -1.8 -2.8 -2.0
S -1.297226 -2.260886 -0.033017 -0.1 0.8 0.6
H -0.939688 -2.123445 3.343094 0.6 1.1 0.6
H -0.114013 2.328219 -2.219795 0.9 0.8 -0.3
H 1.690260 1.764876 -2.273258 -1.2 0.8 -1.4
H 0.347856 1.564426 -3.699942 0.9 0.4 -1.5
H -0.321664 1.294923 2.485586 1.6 -2.3 -0.3
H 1.037422 -0.017774 2.976671 0.0 1.3 -0.3
H 0.956949 0.852810 1.373775 1.3 0.3 -1.2
H 1.059275 -0.383786 -2.481638 -2.0 0.5 1.6
H -0.832846 -0.025026 -2.195856 1.0 0.2 -0.7

---

(7)
21
Properties=species:S:1:pos:R:3:forces:R:3 method="wB97M-V/def2-TZVPD" de_lowest_kcal_mol=148.1 lumo_energy_ev=-5.261 largest_force_ev_per_a=5.15 multiplicity=1 charge=+1 orbital_gap_ha=0.26819
C 1.731159 1.242591 -0.163376 2.1 2.8 -1.9
C 1.956795 -0.070734 1.727736 1.0 -0.5 2.7
C 0.544722 0.756368 -0.402198 -2.3 -1.3 0.2
C -0.121190 -0.243826 0.470496 0.1 -2.8 -4.3
C -3.168372 -0.384499 -0.162171 1.3 0.0 -1.6
N 2.518536 0.813425 0.920889 0.3 0.1 0.0
N 0.713190 -0.485961 1.581848 0.9 0.4 0.1
N 0.067199 -1.866727 -0.726813 -3.1 2.2 3.3
N -0.164871 1.087098 -1.663114 0.1 2.2 -0.6
O 0.465423 1.785690 -2.456087 -0.7 -1.1 0.7
O -1.341428 0.775061 -1.770093 1.6 -0.1 0.1
S -1.793757 -0.353291 1.067579 -0.9 0.9 0.5
H 2.127273 2.055502 -0.889204 -0.4 -1.7 1.4
H 2.561882 -0.437463 2.663064 -1.4 0.8 -2.0
H -3.259947 0.454829 -0.912978 0.3 -1.2 1.3
H -4.063686 -0.567738 0.342422 -1.4 0.9 2.0
H -3.195988 -1.382198 -0.567917 1.0 -0.2 -1.2
H 3.479637 1.210428 1.102799 -1.6 -0.8 -0.3
H 0.216998 -0.938594 2.322893 0.2 -0.8 0.7
H -0.277782 -1.510784 -1.590147 -0.8 0.4 -0.9
H 1.004207 -1.939176 -0.895627 3.6 -0.2 -0.2